Entry 1:
Molecular formula: C29H33BBrIN9OPbS
Method: DFT, ωB97M-V/def2-TZVPD

Structure (ORCA input):
```
! wB97M-V def2-TZVPD RIJCOSX def2/J DEFGRID3
* xyz 1 1
Pb 2.0475 -0.0978 -1.0368
C 3.9324 1.2467 -4.0485
C 2.6307 0.5855 -4.3557
C 1.9880 0.4290 -5.5821
C 0.8151 -0.2505 -5.3028
C -0.2583 -0.6911 -6.2384
N 0.7723 -0.4815 -3.9787
N 1.8925 0.0320 -3.3973
B -0.3255 -1.1960 -3.1481
N -0.9327 -0.1669 -2.1542
N -0.1056 0.6419 -1.4402
C -0.8355 1.6180 -0.9024
C -0.2021 2.7008 -0.0978
C -2.1674 1.4437 -1.2741
C -2.1870 0.3115 -2.0728
C -3.3464 -0.3420 -2.7416
N 0.3084 -2.3916 -2.4025
N 1.4741 -2.2333 -1.7219
C 1.9125 -3.4358 -1.3579
C 3.2253 -3.6156 -0.6756
C 1.0026 -4.3981 -1.7891
C 0.0056 -3.7013 -2.4499
C -1.2195 -4.2296 -3.1127
H 4.4086 1.5888 -4.9642
H 4.6214 0.5594 -3.5564
H 3.7951 2.1166 -3.4049
H 2.3303 0.7581 -6.5457
H 0.0109 -0.4101 -7.2537
H -1.2123 -0.2243 -5.9959
H -0.3962 -1.7706 -6.2065
H -1.1836 -1.5875 -3.8719
H 0.7709 2.4001 0.2924
H -0.8209 2.9742 0.7538
H -0.0601 3.5885 -0.7155
H -3.0057 2.0612 -1.0057
H -4.2375 0.2661 -2.6043
H -3.5359 -1.3270 -2.3156
H -3.1759 -0.4687 -3.8087
H 3.6008 -2.6754 -0.2696
H 3.9659 -3.9960 -1.3798
H 3.1438 -4.3242 0.1443
H 1.0697 -5.4630 -1.6618
H -1.1497 -5.3115 -3.1962
H -1.3533 -3.8131 -4.1082
H -2.1082 -3.9919 -2.5274
N 2.0066 -3.9795 2.6210
C 1.6302 -2.7139 2.2292
S 2.8353 -1.5055 2.7440
N 0.5517 -2.5524 1.5862
N 0.1718 -1.3812 0.9646
C -0.4181 -0.5083 1.6829
C -0.4656 -0.5378 3.1572
C -1.6322 -0.5899 3.9101
C -1.5639 -0.5786 5.2945
C -0.3333 -0.4916 5.9366
C 0.8384 -0.3971 5.2000
C 0.7452 -0.4204 3.8245
O 1.8657 -0.1965 3.0130
H 2.4781 -4.0522 3.5087
H 1.3051 -4.6871 2.4544
H -0.8661 0.3226 1.1504
H -2.5899 -0.6546 3.4109
H -2.4738 -0.6281 5.8760
H -0.2879 -0.4703 7.0158
H 1.8027 -0.2851 5.6751
Br -2.7829 2.5364 3.3034
C -2.1991 4.1929 4.0128
C -3.1710 5.1293 4.3385
C -2.8027 6.3478 4.8814
C -1.4629 6.6308 5.1041
C -0.4950 5.6956 4.7804
C -0.8587 4.4708 4.2290
I 0.6609 3.1231 3.7876
H -4.2117 4.8937 4.1693
H -3.5640 7.0707 5.1345
H -1.1669 7.5777 5.5325
H 0.5489 5.9112 4.9540
*
```

Computed properties:
**HOMO**: -10.89 eV
**Orbital gap**: 8.6 eV
**Energy relative to the best compared isomer or geometry (same formula, charge and spin)**: 0.00 kJ/mol

Mulliken atomic charge list, values in e, 8 entries: 1.10 -1.47 0.50 -1.14 0.88 -1.33 0.99 -0.32

Entry 2:
Molecular formula: C35H28BrCl2N2O4S5TcTe
Method: DFT, ωB97M-V/def2-TZVPD

Structure (ORCA input):
```
! wB97M-V def2-TZVPD RIJCOSX def2/J DEFGRID3
* xyz -1 4
Tc 0.1439 0.9327 0.7692
Cl -3.2393 -2.6526 6.2396
C -2.2326 -2.0087 4.9668
C -1.0073 -2.6409 4.6837
C -0.1983 -2.1677 3.6937
Cl 1.3055 -2.9432 3.3520
C -0.5608 -1.0322 2.9113
O 0.2239 -0.6591 1.9694
C -1.7793 -0.4015 3.2426
C -2.2201 0.7771 2.5634
O -1.6289 1.3671 1.6440
C -2.6146 -0.9089 4.2646
H -0.7080 -3.5144 5.2457
H -3.1763 1.2140 2.8786
H -3.5520 -0.4147 4.4829
Br 2.4921 0.1517 0.1535
C 3.3342 0.9197 1.6803
C 4.6456 0.6419 1.8999
C 5.2838 1.2355 3.0121
C 4.5906 2.0830 3.8234
C 3.2239 2.3754 3.5809
C 2.5104 3.2879 4.3990
C 1.2063 3.5690 4.1308
C 0.5381 2.9264 3.0594
C 1.1591 2.0145 2.2443
C 2.5490 1.7631 2.4991
H 5.1910 -0.0129 1.2356
H 6.3246 1.0157 3.2059
H 5.0793 2.5532 4.6676
H 3.0250 3.7608 5.2270
H 0.6697 4.2801 4.7469
H -0.5047 3.1689 2.8896
C 1.2379 -0.6976 -6.9009
C 0.6125 -0.6786 -5.5323
C -0.5038 0.1013 -5.2683
C -1.1150 0.1197 -4.0180
C -2.3549 0.9512 -3.8290
C -0.5658 -0.6521 -2.9908
Te -1.4716 -0.6152 -1.0727
C 0.5316 -1.4841 -3.2433
C 1.0798 -2.4225 -2.2016
C 1.1077 -1.4737 -4.5093
H 0.9770 0.1982 -7.4641
H 0.8978 -1.5614 -7.4765
H 2.3249 -0.7544 -6.8384
H -0.9206 0.7156 -6.0593
H -2.5613 1.5264 -4.7311
H -2.2691 1.6363 -2.9848
H -3.2183 0.3134 -3.6259
H 1.7186 -1.9067 -1.4847
H 1.6733 -3.2095 -2.6653
H 0.2802 -2.8940 -1.6254
H 1.9596 -2.1176 -4.6975
C -2.6081 5.1125 -1.4912
N -1.3046 4.5728 -1.1544
C -0.2029 5.3806 -1.2312
C 1.0177 4.9232 -0.9529
C 1.1871 3.5315 -0.5381
O 2.2945 3.0745 -0.2953
N 0.0418 2.7575 -0.4014
C -1.1967 3.2275 -0.7658
O -2.2034 2.5351 -0.7663
H -2.5933 5.5453 -2.4931
H -2.9022 5.8825 -0.7747
H -3.3268 4.2999 -1.4627
H -0.3968 6.4009 -1.5384
H 1.8975 5.5421 -1.0148
C -3.9157 -6.0782 0.2639
S -3.0735 -5.7451 -1.2987
C -1.4287 -5.6053 -0.7249
C -0.9278 -4.6199 0.0615
S -1.7227 -3.2378 0.7057
S 0.7882 -4.7982 0.3852
C 1.1039 -6.2391 -0.5003
S 2.6018 -6.9366 -0.6426
S -0.3253 -6.8749 -1.1970
H -4.9723 -6.1900 0.0266
H -3.7779 -5.2382 0.9432
H -3.5483 -6.9984 0.7139
*
```

Computed properties:
**⟨S²⟩**: 3.7786
**HOMO (spin up / spin down)**: -4.16 / -4.52 eV
**Orbital gap (spin up / spin down)**: 5.9 / 5.7 eV

Mulliken atomic charge list, values in e, 8 entries: -0.54 -0.26 0.20 -0.49 0.37 -0.18 -0.12 0.09

Entry 3:
Molecular formula: H4NO2PS
Method: DFT, ωB97M-V/def2-TZVPD

Structure (ORCA input):
```
! wB97M-V def2-TZVPD RIJCOSX def2/J DEFGRID3
* xyz 0 1
N -0.5507 -1.3247 0.1647
P 0.3233 0.0473 -0.1044
O -0.3908 1.2842 0.8485
O 0.0161 0.5196 -1.6130
S 2.1736 -0.2170 0.3200
H 0.1501 -2.0902 0.2413
H -1.3391 -1.5156 0.7402
H 0.2157 2.0504 1.0949
H -0.5983 1.2460 -1.6921
*
```

Computed properties:
**HOMO**: -8.98 eV
**SMILES**: NP(O)(O)=S
**Orbital gap**: 9.4 eV
**Energy relative to the best compared isomer or geometry (same formula, charge and spin)**: 8.46 kJ/mol

Mulliken atomic charge list, values in e, 8 entries: -0.49 0.76 -0.56 -0.46 -0.43 0.25 0.26 0.34

Entry 4:
Molecular formula: C3H6FN3
Method: DFT, ωB97M-V/def2-TZVPD

Structure (ORCA input):
```
! wB97M-V def2-TZVPD RIJCOSX def2/J DEFGRID3
* xyz 0 1
N -1.8241 -1.6674 1.3606
N -1.3010 -1.4975 0.0853
C -0.2279 -0.7347 -0.1385
N 0.2343 0.0228 0.7500
C 1.3016 0.8722 0.4339
C 1.4583 1.5957 -0.6666
F 0.6103 1.5180 -1.7165
H -2.3659 -0.7950 1.4673
H -1.0598 -1.5722 2.0058
H -1.5269 -2.3084 -0.4640
H 0.2754 -0.7856 -1.1002
H 2.0021 1.0910 1.2502
H 2.2257 2.3038 -0.8549
*
```

Computed properties:
**HOMO**: -8.48 eV
**SMILES**: NN/C=N/C=C\F
**Orbital gap**: 9.5 eV
**Energy relative to the best compared isomer or geometry (same formula, charge and spin)**: 146.30 kJ/mol

Mulliken atomic charge list, values in e, 8 entries: -0.66 -0.01 0.03 -0.56 -0.29 -0.10 -0.26 0.27

Entry 5:
Molecular formula: C36H35F7N3SeW
Method: DFT, ωB97M-V/def2-TZVPD

Structure (ORCA input):
```
! wB97M-V def2-TZVPD RIJCOSX def2/J DEFGRID3
* xyz 1 1
W 0.9806 0.0977 0.0696
C -2.3256 -1.0317 -0.2829
C -1.5474 -2.0140 0.5698
N -0.4339 -1.3970 1.3556
C 0.3458 -2.4962 2.0225
C 1.1518 -3.4386 1.1521
C -1.0563 -0.5964 2.4640
C -0.3162 0.7044 2.6469
N -0.1641 1.1888 1.2795
C 0.0566 2.5410 0.9709
C -0.4980 3.0420 -0.2102
F -1.2469 2.2429 -0.9792
C -0.2924 4.3539 -0.5977
F -0.8291 4.7714 -1.7414
C 0.4432 5.2196 0.1847
C 0.9736 4.7420 1.3710
F 1.6925 5.5436 2.1525
C 0.7953 3.4287 1.7587
F 1.3613 2.9937 2.8881
H -3.0845 -1.5808 -0.8412
H -1.6922 -0.5339 -1.0203
H -2.8314 -0.2609 0.2966
H -1.1156 -2.7866 -0.0596
H -2.2121 -2.5075 1.2871
H -0.3855 -3.0821 2.5896
H 0.9945 -2.0063 2.7510
H 0.5365 -3.9637 0.4234
H 1.5865 -4.1916 1.8122
H 1.9587 -2.9442 0.6169
H -1.0789 -1.1928 3.3766
H -2.0829 -0.3720 2.1888
H 0.6508 0.5657 3.1383
H -0.9077 1.3957 3.2495
H 0.6014 6.2450 -0.1178
F -0.0516 -7.5325 -5.6502
C -0.5945 -6.3436 -5.9372
F -1.9200 -6.5196 -6.0556
F -0.1381 -5.9705 -7.1451
C -0.2758 -5.3036 -4.8938
C -0.8825 -4.0571 -4.9978
C -0.6085 -3.0812 -4.0605
C 0.2782 -3.3516 -3.0132
C 0.8848 -4.6042 -2.9198
C 0.6070 -5.5803 -3.8626
C 0.5542 -2.3502 -2.0311
C 0.8226 -1.4914 -1.2126
H -1.5690 -3.8570 -5.8100
H -1.0740 -2.1078 -4.1293
H 1.5800 -4.8041 -2.1155
H 1.0745 -6.5523 -3.7966
C 4.7640 -2.0876 -5.9773
C 4.0892 -1.2691 -4.9142
C 2.7761 -0.8433 -5.0673
C 2.1391 -0.0539 -4.1155
C 0.7189 0.3773 -4.3544
C 2.8671 0.2973 -2.9747
Se 1.9522 1.4470 -1.7219
C 4.1831 -0.1105 -2.7765
C 4.9717 0.2693 -1.5597
C 4.7701 -0.8950 -3.7634
H 4.0363 -2.6115 -6.5957
H 5.4388 -2.8249 -5.5428
H 5.3571 -1.4489 -6.6346
H 2.2243 -1.1302 -5.9555
H 0.3260 -0.1136 -5.2437
H 0.6423 1.4561 -4.5049
H 0.0778 0.1300 -3.5064
H 4.4247 0.0392 -0.6471
H 5.1916 1.3394 -1.5453
H 5.9171 -0.2697 -1.5311
H 5.7934 -1.2234 -3.6187
N 2.2954 -0.2626 1.0933
C 3.4023 -0.1771 1.9471
C 3.8953 -1.3240 2.5628
C 4.9852 -1.2097 3.4105
C 5.5685 0.0308 3.6358
C 5.0680 1.1637 3.0101
C 3.9790 1.0698 2.1578
H 3.4422 -2.2849 2.3650
H 5.3828 -2.0913 3.8948
H 6.4178 0.1145 4.3000
H 5.5264 2.1280 3.1836
H 3.5816 1.9416 1.6539
*
```

Computed properties:
**HOMO**: -11.07 eV
**Orbital gap**: 6.1 eV
**Energy relative to the best compared isomer or geometry (same formula, charge and spin)**: 64.50 kJ/mol

Mulliken atomic charge list, values in e, 8 entries: -0.13 -0.84 -0.68 0.74 -1.04 -1.57 -1.15 -0.52

Entry 6:
Molecular formula: C5H11NO2
Method: DFT, ωB97M-V/def2-TZVPD

Structure (ORCA input):
```
! wB97M-V def2-TZVPD RIJCOSX def2/J DEFGRID3
* xyz 0 1
C -0.9358 2.6857 -0.1188
C -0.1950 1.3564 -0.1913
N 1.1483 1.5969 0.1906
C -1.1039 0.4455 0.7134
C -0.3877 -0.8860 0.9386
C 0.1450 -1.8280 -0.1996
O 0.1212 -3.0031 -0.4727
O 1.0754 -1.0268 -0.9560
H -1.1762 2.8678 0.9674
H -0.3226 3.5728 -0.3863
H -1.7181 2.7690 -0.7912
H -0.2649 0.8444 -1.1867
H 1.7415 1.0123 -0.3343
H 1.2530 1.4968 1.1912
H -1.2427 1.0409 1.6404
H -2.1925 0.4955 0.4294
H -1.1705 -1.4968 1.4660
H 0.5780 -0.6406 1.4931
H 1.7681 -1.5436 -1.2477
*
```

Computed properties:
**HOMO**: -9.06 eV
**SMILES**: C[C@@H](N)CCC(=O)O
**Orbital gap**: 9.7 eV
**Energy relative to the best compared isomer or geometry (same formula, charge and spin)**: 187.04 kJ/mol

Mulliken atomic charge list, values in e, 8 entries: -1.43 0.40 -0.59 -0.98 -0.29 0.42 -0.54 -0.42

Entry 7:
Molecular formula: C16H24O16Rb3S
Method: DFT, ωB97M-V/def2-TZVPD

Structure (ORCA input):
```
! wB97M-V def2-TZVPD RIJCOSX def2/J DEFGRID3
* xyz 2 2
Rb -4.6997 0.9688 1.4249
Rb -1.8162 0.5428 4.4217
Rb -3.6610 -2.5590 2.1390
S -1.4539 -0.0542 1.1935
O -1.2306 -1.0803 2.2144
O -2.5416 -0.5402 0.3503
O -1.8281 1.2095 1.7815
O -0.2236 0.1585 0.4527
C 2.0629 -3.1937 2.0772
C 2.1462 -1.7620 1.5841
C 2.0334 -0.7555 2.7175
O 3.2055 0.0018 2.6560
C 3.9877 -0.4470 1.6587
O 5.1090 0.0185 1.2827
O 3.4471 -1.5461 1.1104
H 2.8603 -3.4196 2.7853
H 2.1514 -3.8644 1.2226
H 1.1142 -3.4282 2.5599
H 1.4210 -1.5761 0.7920
H 1.8659 -1.2649 3.6665
H 1.1576 -0.1266 2.5577
C 1.8883 2.7999 2.4936
C 1.5593 2.6568 1.0355
C 0.2875 3.2146 0.4823
O 0.7145 3.8608 -0.7455
C 2.0091 4.1534 -0.6822
O 2.6633 4.7411 -1.5079
O 2.4967 3.4735 0.3736
H 2.9263 2.5978 2.7579
H 1.2287 2.0853 2.9860
H 1.5802 3.7836 2.8480
H 1.6141 1.6396 0.6477
H -0.1608 3.8132 1.2752
H -0.3697 2.3814 0.2333
C -1.2456 -4.2816 -0.6071
C -0.3992 -3.6825 -1.7527
C -0.0544 -2.1785 -1.8047
O 1.3816 -2.1544 -1.7694
C 1.8758 -3.4227 -1.6333
O 3.0712 -3.7318 -1.6368
O 0.8505 -4.3198 -1.6130
H -2.2710 -3.9151 -0.5587
H -0.8201 -4.0386 0.3665
H -1.2795 -5.3703 -0.6488
H -0.8186 -4.0017 -2.7068
H -0.5570 -1.7509 -0.9371
H -0.4344 -1.7056 -2.7102
C -3.4594 2.6404 -1.5693
C -2.2545 2.6446 -2.4823
C -1.5496 1.2668 -2.5218
O -1.6645 0.7805 -3.7691
C -2.4417 1.5446 -4.5355
O -2.8170 1.3141 -5.6978
O -2.7850 2.6210 -3.8264
H -4.1754 1.8499 -1.7941
H -4.0890 3.5078 -1.7674
H -3.2088 2.5389 -0.5133
H -1.6988 3.5810 -2.4325
H -2.1351 0.6339 -1.8549
H -0.5652 1.1472 -2.0693
*
```

Computed properties:
**⟨S²⟩**: 0.7544
**HOMO (spin up / spin down)**: -14.12 / -14.12 eV
**Orbital gap (spin up / spin down)**: 7.0 / 2.8 eV

Mulliken atomic charge list, values in e, 8 entries: 1.13 1.04 1.00 1.59 -0.91 -0.94 -1.03 -0.96

Entry 8:
Molecular formula: C4H7NO
Method: DFT, ωB97M-V/def2-TZVPD

Structure (ORCA input):
```
! wB97M-V def2-TZVPD RIJCOSX def2/J DEFGRID3
* xyz 0 1
C -0.4914 -0.8785 -0.4795
C -0.1435 0.4269 0.1443
C 0.5908 1.4755 -0.6185
C 1.3113 0.8050 0.5778
H -1.7241 -1.8670 1.5365
H -1.6485 -2.6554 -0.2382
H -0.9733 0.6629 0.8122
H 0.8808 1.0393 -1.6065
H 0.2493 2.4459 -0.5185
H 1.3016 1.2978 1.5859
H 2.1807 0.0907 0.3969
N -1.6094 -1.4947 -0.1070
O 0.0756 -1.3485 -1.4856
*
```

Computed properties:
**HOMO**: -9.84 eV
**Orbital gap**: 8.9 eV
**Energy relative to the best compared isomer or geometry (same formula, charge and spin)**: 493.46 kJ/mol

Mulliken atomic charge list, values in e, 8 entries: 0.44 0.03 -0.66 -0.55 0.26 0.34 0.40 0.25

Entry 9:
Molecular formula: C24H58HgP2Si4Te
Method: DFT, ωB97M-V/def2-TZVPD

Structure (ORCA input):
```
! wB97M-V def2-TZVPD RIJCOSX def2/J DEFGRID3
* xyz 0 1
P -4.8142 4.1630 -1.2693
P -0.4174 -2.3851 -0.1204
C -2.7699 -1.0935 0.3701
C -2.2042 -2.4433 0.3803
H -3.8469 -1.0103 0.2298
H -2.2547 -0.2951 0.9069
H -2.1907 -2.9348 1.3751
H -2.6825 -3.1018 -0.3718
C -0.4426 -2.4657 -1.9287
H 0.4276 -1.9454 -2.3479
H -1.3583 -2.0104 -2.3361
H -0.4009 -3.5257 -2.2189
C 0.2799 -3.9516 0.4388
H 0.1230 -4.6887 -0.3619
H -0.2437 -4.2870 1.3454
H 1.3544 -3.8651 0.6458
C -4.4078 5.5218 -2.4255
H -4.3333 6.4110 -1.7821
H -5.1790 5.6791 -3.1905
H -3.4307 5.3388 -2.8902
C -6.5726 3.9652 -1.7491
H -6.8213 2.8982 -1.8266
H -6.8295 4.4968 -2.6742
H -7.1221 4.3935 -0.8972
Hg -1.9282 0.8349 -3.6346
C -3.5655 -0.2649 -3.6546
C -3.4203 0.4843 -4.8795
C -4.1102 1.7794 -5.3014
C -3.2712 3.0309 -4.8776
C -2.6463 2.6980 -3.5013
C -3.6983 2.3427 -2.5980
C -3.9125 1.2336 -1.6343
C -4.4846 0.0352 -2.4815
C 0.0917 1.0759 -3.0879
H -3.3622 -1.3373 -3.7698
H -3.1276 -0.1273 -5.7427
H -5.1439 1.8425 -4.9251
H -4.1951 1.7822 -6.3985
H -2.4930 3.2253 -5.6315
H -3.9055 3.9311 -4.8359
H -1.9002 3.4278 -3.1456
H -4.6945 2.6069 -2.9999
H -4.6597 1.5341 -0.8810
H -3.0261 0.9110 -1.0611
H -4.5535 -0.8500 -1.8329
H -5.5124 0.2670 -2.8180
H 0.2220 0.8462 -2.0226
H 0.3644 2.1207 -3.2864
H 0.7023 0.4002 -3.7018
C 0.6401 -1.7037 4.7854
Si 2.2937 -2.2252 4.0534
C 3.6626 -1.9700 5.3267
C 2.2698 -4.0507 3.5949
Si 2.6965 -0.8860 2.1670
Te 0.6571 -0.3196 0.7496
Si 3.3443 1.2302 2.9679
C 4.9476 1.1375 3.9572
C 3.5937 2.4012 1.5138
C 1.9670 1.8787 4.0791
Si 4.4731 -1.7393 0.8990
C 5.9734 -1.9582 2.0199
C 4.0296 -3.4044 0.1426
C 4.8580 -0.5134 -0.4775
H 0.2744 -2.5240 5.4211
H -0.1141 -1.5074 4.0122
H 0.7364 -0.8034 5.4070
H 3.4752 -2.6781 6.1485
H 4.6644 -2.1767 4.9288
H 3.6632 -0.9574 5.7494
H 1.3515 -4.3349 3.0655
H 3.1309 -4.3481 2.9825
H 2.3116 -4.6273 4.5314
H 5.6944 0.4632 3.5216
H 5.3783 2.1500 3.9757
H 4.7700 0.8285 4.9950
H 2.7416 2.3862 0.8214
H 3.6871 3.4213 1.9170
H 4.5040 2.1727 0.9441
H 0.9930 1.8716 3.5720
H 1.8738 1.3040 5.0105
H 2.2087 2.9203 4.3408
H 5.7232 -2.3628 3.0090
H 6.6465 -2.6741 1.5244
H 6.5236 -1.0181 2.1554
H 3.1658 -3.3316 -0.5315
H 4.8917 -3.7376 -0.4556
H 3.8242 -4.1774 0.8941
H 3.9514 -0.2021 -1.0140
H 5.3662 0.3863 -0.1073
H 5.5238 -1.0147 -1.1962
*
```

Computed properties:
**HOMO**: -4.95 eV
**Orbital gap**: 4.8 eV
**Energy relative to the best compared isomer or geometry (same formula, charge and spin)**: 246.64 kJ/mol

Mulliken atomic charge list, values in e, 8 entries: 0.16 0.98 -1.33 -0.64 0.54 0.13 0.33 0.35